Entry from the Open Molecules 2025 dataset: a structure of composition C33H46F2FeN9O7 (the ωB97M-V functional and the def2-TZVPD basis).

Its energy relative to the best compared isomer or geometry (same formula, charge and spin) is 0.0 kcal/mol. The calculation puts the maximum force at 0.47 eV Å⁻¹. The HOMO energy (spin up / spin down) is -13.006 / -13.000 eV. For the LUMO energy (spin up / spin down), the calculation gives -4.554 / -5.395 eV. The spin multiplicity is 6. As for the total charge: +2.

Geometry (Å):
Fe (-2.39395, -0.71057, 1.44773)
F (3.42137, -1.73966, -0.65108)
F (3.44137, 2.69364, 0.10669)
O (5.25621, 0.32418, -0.22384)
O (-3.57689, -0.68199, -2.52063)
O (-0.67715, 0.56736, 2.66502)
O (3.34704, 1.28664, 3.76290)
O (-0.53709, -0.37640, 0.22530)
O (-0.56899, -1.60499, 2.47075)
O (-3.06096, -0.27132, -0.39619)
N (2.39210, -0.38613, 2.51982)
N (-2.93321, -1.02990, 3.73620)
N (-3.43105, 1.14159, 2.11601)
N (6.52338, 3.33751, -3.81745)
N (0.32763, 0.18606, -3.68512)
N (-4.82255, -1.30569, 1.12627)
N (4.36584, 0.63938, 1.84078)
N (-2.53538, -2.87397, 1.15583)
N (4.58222, 2.22981, -2.52594)
C (2.76937, 1.98291, -0.82214)
C (2.46861, 1.22566, -3.05989)
C (-3.48115, -3.50753, 3.43740)
C (-5.95252, 0.69528, 2.05874)
C (0.82917, 0.69355, -1.38209)
C (1.33541, 0.91041, -6.01172)
C (1.31232, -0.55166, 3.49449)
C (-4.74793, 1.46340, 1.51228)
C (-5.92271, -0.84225, 1.96755)
C (3.29531, 1.81976, -2.11927)
C (1.21539, 0.69327, -2.73326)
C (-2.46275, -3.77450, 2.33623)
C (-3.41310, 1.34632, 3.58145)
C (-3.20299, -2.34283, 4.37680)
C (-1.33328, -0.17412, -1.98995)
C (3.35956, 0.56959, 2.79349)
C (2.46062, -1.18339, 1.39988)
C (-0.92168, -0.12992, -3.28797)
C (6.75274, 3.32541, -2.33433)
C (-3.61589, -3.22843, 0.20645)
C (1.60138, 1.39018, -0.44819)
C (-2.76382, -0.41085, -1.66073)
C (1.91385, -0.44780, -5.67658)
C (-4.96488, -2.68948, 0.66283)
C (-3.75071, 0.05442, 4.29823)
C (0.59941, -0.02559, -5.10685)
C (-0.05979, -0.50532, 2.82781)
C (-0.38432, 0.01916, -0.95611)
C (5.42199, 3.03952, -1.63536)
C (6.18854, 1.94778, -4.31385)
C (3.41643, -1.02361, 0.47818)
C (5.39973, 1.23160, -3.22018)
C (4.43335, 0.00407, 0.61764)
H (-1.45495, -3.68829, 2.74263)
H (-5.81492, -1.30365, 2.95228)
H (-2.75943, 1.79400, 1.71747)
H (-4.77478, -0.73016, 0.29272)
H (7.49753, 2.55463, -2.14850)
H (-6.80017, 1.06456, 1.47939)
H (-5.38619, -3.29393, 1.46290)
H (-4.07160, -2.22745, 5.02742)
H (6.05523, 0.71543, -2.51414)
H (1.25798, 1.46518, 0.57749)
H (2.76929, -0.51008, -5.02019)
H (-1.97710, -0.80619, 3.96941)
H (-2.59011, -4.79860, 1.97531)
H (5.05267, 1.35811, 2.01819)
H (1.41629, 0.25978, 4.20776)
H (7.12440, 1.44307, -4.54521)
H (5.64867, 2.53582, -0.69549)
H (-6.88191, -1.19337, 1.57293)
H (-1.65055, -2.98120, 0.66439)
H (5.73647, 3.95515, -4.02041)
H (-3.50872, -4.40425, 4.06095)
H (4.90959, 3.97565, -1.41929)
H (1.41941, -1.50906, 4.00482)
H (-4.64939, 1.31821, 0.43762)
H (-2.41299, 1.66824, 3.85619)
H (-3.36334, -2.79295, -0.75854)
H (4.78103, 0.46693, -3.67855)
H (7.33577, 3.70669, -4.31030)
H (1.66357, -1.90429, 1.27830)
H (1.88973, -1.21835, -6.43342)
H (-3.57170, 0.17420, 5.37111)
H (7.16218, 4.28600, -2.03234)
H (-4.80013, -0.20723, 4.17866)
H (-5.66808, -2.75662, -0.17246)
H (2.82327, 1.19942, -4.07398)
H (5.61010, 2.07250, -5.22687)
H (1.78841, 1.80046, -5.60325)
H (-4.48431, -3.41106, 3.03095)
H (-4.94908, 2.52607, 1.67616)
H (-2.36297, -2.59080, 5.02953)
H (-1.63379, -0.38696, -4.06134)
H (-6.15643, 1.00070, 3.08606)
H (0.91103, 1.05255, -6.99532)
H (-4.11359, 2.13543, 3.86521)
H (-0.26158, -0.50218, -5.54817)
H (-3.67042, -4.31267, 0.07787)

---

Entry from the Open Molecules 2025 dataset: a structure of composition C30H56Ge2N6O5Ti (the ωB97M-V functional and the def2-TZVPD basis).

Its energy relative to the best compared isomer or geometry (same formula, charge and spin) is 25.7 kcal/mol. The calculation puts the maximum force at 2.32 eV Å⁻¹. The HOMO energy is -16.637 eV. For the LUMO energy, the calculation gives -10.668 eV. As for the total charge: +4.

Geometry (Å):
Ge (-2.40730, -1.31049, -0.95733)
Ge (1.43340, -1.75849, -0.46823)
Ti (0.79560, 0.66661, -0.57353)
O (1.15510, 0.92411, -2.32283)
O (0.24150, 1.04591, 1.32497)
O (2.51130, 1.19371, -0.04833)
O (-1.07720, 0.67941, -0.32863)
O (1.07460, 3.16871, -0.98483)
N (-2.08510, -0.92699, 1.72337)
N (-4.69710, 4.75691, 5.71187)
N (2.03060, 1.80791, -4.21813)
N (3.66910, 2.44701, 1.46367)
N (-4.97220, 3.29821, 3.90927)
N (-6.34200, 5.11921, 4.15747)
C (-1.30510, -2.92409, -0.84273)
C (-4.38680, -1.41869, -0.46213)
C (-5.33710, 4.37661, 4.61377)
C (2.80050, 2.30971, 0.49457)
C (1.56040, 1.92551, -3.00583)
C (3.00980, -1.87289, -1.76383)
C (-0.91930, 0.83021, 0.92717)
C (1.43020, 3.30721, -2.35783)
C (-4.00400, 2.26111, 4.23097)
C (0.48440, -4.47819, -1.30773)
C (2.04720, 3.54511, -0.01943)
C (-1.12480, -1.03239, -3.62893)
C (-1.92320, 1.09811, 3.26327)
C (3.93650, 3.72751, 2.09217)
C (-0.13030, -5.13949, -2.37793)
C (3.91220, -3.10179, -1.78523)
C (2.00550, -6.33529, -1.06423)
C (-2.65200, 2.43791, 3.50187)
C (1.40570, -6.96969, -2.14323)
C (2.02630, -1.89359, 1.50187)
C (4.40420, 1.32101, 2.00597)
C (-4.79740, -2.42159, 0.60087)
C (2.16410, 0.51771, -4.86663)
C (-2.20140, -0.38109, -2.76883)
C (1.55910, -5.09119, -0.66063)
C (2.42670, 2.95021, -5.01703)
C (3.46790, -2.35239, 1.69537)
C (0.33660, -6.36919, -2.79433)
C (-2.08690, 0.53111, 1.84117)
C (0.01360, -3.15879, -0.89753)
H (-4.81200, -1.71929, -1.42273)
H (-1.97790, -3.76949, -0.96463)
H (5.45860, 1.58741, 2.07477)
H (-3.84440, 2.21961, 5.30977)
H (-1.44040, -2.02809, -3.93783)
H (2.74960, 4.29041, -0.42113)
H (-0.94760, -4.66879, -2.90443)
H (-5.03200, 5.55871, 6.22547)
H (-1.26060, -1.32829, 2.16857)
H (-4.28770, -3.37099, 0.46217)
H (1.35460, -2.56609, 2.03937)
H (-3.00720, 0.89231, 1.36377)
H (4.34130, -3.32049, -0.81433)
H (4.04150, 1.09841, 3.01047)
H (4.73140, -2.92859, -2.47913)
H (-0.17860, -1.12269, -3.07903)
H (-0.85450, 1.22011, 3.45237)
H (1.57830, 0.51421, -5.78703)
H (2.34850, 3.89781, -2.48103)
H (-6.65350, 5.94601, 4.64857)
H (-0.13000, -6.86219, -3.63103)
H (3.32310, 3.42571, -4.61833)
H (4.14170, -1.82959, 1.01767)
H (-2.89690, -1.33509, 2.18257)
H (0.60640, 3.84971, -2.85043)
H (-6.90930, 4.84091, 3.37277)
H (3.36830, -3.97719, -2.12483)
H (-0.96620, -0.44169, -4.52983)
H (-2.00920, 3.09111, 4.09447)
H (-2.82680, 2.94101, 2.54927)
H (4.28750, 0.44361, 1.37287)
H (-2.00210, 0.68481, -2.61123)
H (3.55940, -3.41909, 1.50857)
H (1.62750, 3.68901, -5.07793)
H (2.59670, -1.75659, -2.77073)
H (1.90450, -0.88429, 1.92077)
H (-4.45240, 1.31081, 3.93337)
H (3.59780, -0.96979, -1.54193)
H (-3.99520, 4.19701, 6.16457)
H (1.82150, -0.28129, -4.21153)
H (-5.86650, -2.60379, 0.51307)
H (-5.52390, 3.11601, 3.08287)
H (1.49630, 4.01011, 0.81097)
H (-4.77620, -0.42179, -0.24963)
H (2.82790, -6.80699, -0.54713)
H (-2.29040, 0.35641, 3.97627)
H (4.29690, 4.46331, 1.37327)
H (3.04480, 4.11591, 2.58717)
H (2.01820, -4.58029, 0.17637)
H (3.21160, 0.35401, -5.12763)
H (2.65780, 2.60951, -6.02373)
H (4.70890, 3.59491, 2.84587)
H (-3.16900, -0.47109, -3.26963)
H (1.77320, -7.92379, -2.48443)
H (-4.60870, -2.06999, 1.61117)
H (3.79220, -2.17159, 2.71817)

---

Entry from the Open Molecules 2025 dataset: a structure of composition C36H36N8O4S2W (the ωB97M-V functional and the def2-TZVPD basis).

Its energy relative to the best compared isomer or geometry (same formula, charge and spin) is 35.5 kcal/mol. The calculation puts the maximum force at 1.09 eV Å⁻¹. The HOMO energy (spin up / spin down) is -7.804 / -7.804 eV. For the LUMO energy (spin up / spin down), the calculation gives -0.458 / -0.458 eV.

Geometry (Å):
W (0.00487, -0.45432, -0.21610)
S (0.30268, 0.15931, -2.43288)
S (2.45146, -0.76080, -4.42278)
O (-1.93367, -1.04055, -0.49573)
O (0.75849, 0.99855, 0.90986)
O (-3.42660, -3.29920, -1.56431)
O (0.02465, -2.40098, -0.67624)
N (-3.11869, 2.59850, -0.90041)
N (2.02266, -0.73669, -0.60537)
N (2.49208, -1.15478, -1.79477)
N (0.17507, 0.46568, 3.07621)
N (-1.45607, 1.39054, -0.33155)
N (-1.43627, 2.53758, 0.37205)
N (-0.21133, -0.76865, 2.59938)
N (-2.43048, 3.26809, 0.04559)
C (2.83615, -0.80787, 1.70320)
C (-3.07786, -4.18526, 1.93975)
C (-3.03545, -3.17902, -0.26232)
C (4.59022, 1.98533, -1.03395)
C (-2.03196, -2.06009, 1.62228)
C (-5.59428, 2.48465, -0.70181)
C (-2.58996, -2.78083, -2.59701)
C (1.27343, 2.92034, 3.96244)
C (1.77446, 4.15442, 4.34060)
C (0.64070, 1.27988, 2.19191)
C (3.32137, 0.86321, -4.41599)
C (-4.38830, 3.09124, -1.42491)
C (-2.38231, -3.10824, 2.46344)
C (1.52979, -5.58883, 0.12712)
C (5.77609, 1.27690, -0.92983)
C (1.16626, 2.60105, 2.61238)
C (-5.69678, 0.97729, -0.91702)
C (0.65596, -4.68145, -0.44769)
C (2.81516, -3.80762, 1.10506)
C (-5.59169, 2.83403, 0.78241)
C (0.87531, -3.32427, -0.23200)
C (-1.38841, -0.80752, 2.08727)
C (2.17166, 5.07341, 3.37814)
C (4.20770, 1.04800, -3.22352)
C (-2.33847, -2.08424, 0.26071)
C (1.96080, -2.88455, 0.51463)
C (1.55951, 3.52218, 1.64827)
C (-2.50290, 1.44360, -1.12091)
C (-3.40333, -4.20949, 0.59105)
C (2.07681, -1.42457, 0.56443)
C (6.18380, 0.45697, -1.97530)
C (2.60134, -5.16241, 0.90612)
C (2.06343, 4.75680, 2.03189)
C (1.81147, -0.70567, -2.78629)
C (3.81075, 1.87088, -2.17783)
C (5.40299, 0.34202, -3.11226)
H (7.10866, -0.10043, -1.89910)
H (2.87192, 2.40923, -2.24938)
H (4.26437, 2.62015, -0.22002)
H (1.85954, 4.39975, 5.39142)
H (1.45781, 3.26690, 0.60254)
H (-1.98612, 0.10919, 2.06943)
H (3.65279, -3.47097, 1.70234)
H (2.42378, -1.09024, 2.67083)
H (5.70697, -0.32043, -3.91453)
H (6.38288, 1.35990, -0.03695)
H (-1.53676, -2.94535, -2.37443)
H (-6.50527, 2.47334, 1.25517)
H (-2.75374, -1.71391, -2.74955)
H (2.57937, 1.65776, -4.47992)
H (-2.87067, -3.32139, -3.49867)
H (2.36879, 5.47145, 1.27855)
H (-2.81389, 0.67765, -1.80724)
H (-4.35719, 4.17250, -1.30409)
H (-5.52440, 3.91037, 0.94622)
H (-6.62857, 0.59840, -0.49785)
H (-3.93925, -5.04537, 0.16002)
H (-5.67818, 0.71359, -1.97686)
H (1.36463, -6.64907, -0.01936)
H (3.89658, 0.84767, -5.34292)
H (3.86334, -1.18158, 1.64401)
H (2.88525, 0.27362, 1.59888)
H (-3.36559, -5.01155, 2.57537)
H (2.56504, 6.03601, 3.67886)
H (-4.88396, 0.44575, -0.41549)
H (0.96643, 2.19114, 4.69965)
H (3.26728, -5.88760, 1.35385)
H (-6.46269, 2.95861, -1.17044)
H (-4.41280, 2.85780, -2.48923)
H (-2.11922, -3.06085, 3.51189)
H (-0.20138, -5.00136, -1.02562)
H (-4.74802, 2.36680, 1.29520)

---

Ordered E_tot results: -102522.612; -187310.235; -81522.487; unit eV.